No. 1
ORCA calculation (the ωB97M-V functional and the def2-TZVPD basis) on a 3-piece molecular cluster, C4H10O3 overall in a non-equilibrium geometry.

```
17
Properties=species:S:1:pos:R:3:mulliken_charge:R:1
C -1.57452 1.64224 -1.16127 -0.80
C -0.47473 0.95503 -1.67730 -0.06
C -0.19272 -0.50127 -1.35242 -0.24
C -1.10459 -1.18877 -0.62602 -0.34
O -0.70603 -2.22876 0.16580 -0.44
H -2.10032 2.35897 -1.89385 0.18
H -2.16956 1.43105 -0.29717 0.39
H 0.13827 1.63911 -2.39045 0.25
H 0.83222 -0.74275 -1.63194 0.42
H -2.16993 -0.79392 -0.66949 0.32
H -0.33315 -1.74191 0.90698 0.37
O 0.82160 -1.30670 2.36671 -0.63
H 1.33100 -0.61049 2.05808 0.29
H 1.00907 -1.26515 3.30054 0.30
O 2.50050 0.49084 0.81868 -0.69
H 2.62805 1.18593 1.47374 0.33
H 1.56483 0.67657 0.60940 0.33
```

Output
Total charge: 0
E_LUMO (eV): 0.33
Highest occupied orbital energy (hartree): -0.3073
Spin multiplicity: 1
Energy (eV): -10449.6731
Energy above the lowest of the compared OMol25 structures with the same formula, charge and spin (eV): 3.571
Orbital gap (Ha): 0.319

=====

No. 2
ORCA calculation (the ωB97M-V functional and the def2-TZVPD basis) on the molecule C23H34N2O3.

```
62
Properties=species:S:1:pos:R:3:mulliken_charge:R:1
C -8.36143 -1.71017 -0.92761 -0.71
O -7.84778 -2.05733 0.33348 -0.41
C -6.51243 -1.66343 0.55126 -0.35
C -6.33725 -0.14979 0.72230 -0.65
C -5.00719 0.22588 1.37467 -1.17
C -3.75869 -0.20491 0.59691 0.74
C -3.66902 0.45491 -0.78074 -0.60
C -2.36956 0.06322 -1.48211 -1.29
N -1.22314 0.41939 -0.66731 0.19
C -0.39596 1.40086 -1.09411 -0.02
O -0.53485 1.92069 -2.18570 -0.71
C 0.76444 1.79937 -0.18286 0.52
C 1.28001 3.18884 -0.54552 -0.83
C 2.39833 3.56062 0.41463 -0.57
C 3.43838 2.47900 0.64732 0.68
O 4.51051 2.74920 1.15635 -0.68
N 3.10000 1.20181 0.33983 0.29
C 4.09144 0.16596 0.54547 -1.14
C 4.92208 -0.11717 -0.71597 -0.59
C 5.98987 -1.12610 -0.40871 0.27
C 7.16285 -0.72892 0.22178 -0.37
C 8.13874 -1.65558 0.53989 -0.61
C 7.95310 -2.99351 0.23363 -0.40
C 6.78664 -3.39872 -0.39106 -0.59
C 5.81057 -2.46983 -0.70769 -0.29
C 1.91676 0.81918 -0.39970 -0.63
C -1.24060 -0.24212 0.61598 -0.75
C -2.49943 0.15252 1.39238 -1.09
H -7.70940 -2.07070 -1.73342 0.30
H -8.49265 -0.62793 -1.03533 0.29
H -9.33255 -2.19520 -1.00640 0.25
H -6.22131 -2.17164 1.47482 0.25
H -5.88042 -2.03181 -0.27114 0.31
H -7.14902 0.20625 1.36071 0.37
H -6.43095 0.34938 -0.24297 0.33
H -4.96645 -0.22581 2.36893 0.37
H -4.98124 1.31055 1.50478 0.38
H -3.78112 -1.29195 0.46555 0.15
H -4.50730 0.15226 -1.40766 0.40
H -3.69999 1.54047 -0.66791 0.22
H -2.27124 0.58513 -2.43483 0.51
H -2.35051 -1.01804 -1.66022 0.38
H 0.45989 1.80245 0.86667 0.44
H 0.47267 3.92063 -0.48726 0.44
H 1.63727 3.17832 -1.57589 0.28
H 2.92949 4.45116 0.07484 0.39
H 1.98475 3.79682 1.40052 0.22
H 4.75747 0.51220 1.33892 0.56
H 3.58694 -0.74762 0.87515 0.21
H 4.27177 -0.48724 -1.51114 0.42
H 5.37506 0.82148 -1.04049 0.33
H 7.30785 0.31474 0.46022 0.41
H 9.04773 -1.33407 1.02692 0.37
H 8.71580 -3.71755 0.47979 0.37
H 6.63629 -4.44088 -0.63349 0.37
H 4.90228 -2.79175 -1.19835 0.35
H 1.63412 -0.19044 -0.08010 0.34
H 2.13547 0.77889 -1.47617 0.22
H -0.35075 -0.00646 1.19546 0.52
H -1.25072 -1.32531 0.43871 0.24
H -2.50438 -0.35898 2.35618 0.49
H -2.48126 1.22876 1.57785 0.27
```

Output
Total charge: 0
E_LUMO (eV): 0.52
Highest occupied orbital energy (hartree): -0.3286
Spin multiplicity: 1
Energy (eV): -33526.7307
Energy above the lowest of the compared OMol25 structures with the same formula, charge and spin (eV): 0.471
Orbital gap (Ha): 0.348

=====

No. 3
ORCA calculation (the ωB97M-V functional and the def2-TZVPD basis) on C25H54CuN3O3SSb as an isolated structure in a non-equilibrium geometry.

```
88
Properties=species:S:1:pos:R:3:mulliken_charge:R:1
Cu 0.40498 -0.89651 -0.73213 -0.38
C -3.08281 -0.07882 -2.69785 -1.97
C -2.49028 -0.86271 -1.53928 1.99
C -3.49873 -1.14348 -0.44197 -1.79
O -1.34085 -0.16567 -1.04856 -0.68
C -1.82585 -2.12056 -2.05295 -0.21
O -2.52748 -3.06726 -2.48793 -0.74
O -0.57506 -1.96581 -1.90055 0.72
H -3.40467 0.91547 -2.36804 0.37
H -3.94171 -0.59392 -3.14057 0.40
H -2.34060 0.08191 -3.48912 0.41
H -3.84233 -0.21093 0.01913 0.34
H -3.05266 -1.74616 0.35719 0.39
H -4.37174 -1.68309 -0.82398 0.45
H -1.50324 0.06506 0.12642 -0.24
C 2.17011 2.39326 3.01349 -0.65
C 3.01514 1.52783 2.09456 -0.64
C 2.17534 0.74238 1.18247 0.80
N 1.51319 0.12048 0.46050 -0.64
H 2.81059 2.97195 3.68656 0.39
H 1.49773 1.78176 3.62526 0.37
H 1.55540 3.09604 2.44046 -0.25
H 3.63658 0.85614 2.69689 0.34
H 3.69392 2.16486 1.51696 0.27
C 1.02218 4.85620 0.20123 -0.75
C -0.03914 5.77089 0.79085 -0.72
C -0.96431 5.08336 1.80007 -0.18
C -2.17654 4.37932 1.18290 -0.41
N -1.85003 3.12016 0.53079 -0.17
C -1.65530 1.92379 1.12678 0.18
S -0.55399 0.84977 0.48726 0.38
N -2.33717 1.58575 2.24536 0.29
C -3.78183 1.71795 2.37398 -0.28
C -4.25162 1.66421 3.82638 -1.00
C -3.92208 2.90824 4.65661 -0.40
C -2.46469 3.00508 5.08014 -0.79
H 1.72095 5.44023 -0.40688 0.42
H 0.58923 4.09141 -0.44587 0.18
H 1.59761 4.36104 0.98983 0.04
H -0.62087 6.23508 -0.01355 0.29
H 0.48104 6.58591 1.30964 0.33
H -1.35628 5.86773 2.46094 0.41
H -0.39572 4.39503 2.43592 -0.17
H -2.65685 5.01677 0.43328 0.51
H -2.89708 4.20916 1.98255 -0.05
H -1.32043 3.21017 -0.32741 0.39
H -1.99981 0.69659 2.59845 0.42
H -4.20769 0.86250 1.83450 -0.08
H -4.15883 2.60561 1.86186 0.56
H -3.85354 0.76977 4.32090 0.36
H -5.34346 1.55502 3.81459 0.39
H -4.53362 2.87909 5.56698 0.35
H -4.21202 3.81514 4.11410 0.25
H -2.13568 2.08603 5.57528 0.29
H -2.33424 3.83270 5.78493 0.39
H -1.80607 3.19609 4.23019 -0.04
C 0.36320 -5.28010 -3.69180 -1.30
C 1.67738 -4.50131 -3.66011 0.21
C 2.84768 -5.46319 -3.42813 -1.24
Sb 1.51524 -2.91846 -2.14395 0.06
C 3.09564 -1.54938 -2.79675 0.54
C 4.38692 -2.24894 -3.19971 -1.53
C 2.55474 -0.71319 -3.95642 -1.34
C 2.51625 -3.89417 -0.46885 0.58
C 1.58195 -4.94701 0.13032 -1.26
C 2.87132 -2.84771 0.58542 -1.65
H 0.38789 -6.04684 -4.49539 0.43
H -0.47878 -4.58612 -3.89731 0.31
H 0.17941 -5.78300 -2.72003 0.21
H 1.80032 -3.99969 -4.64393 0.35
H 2.72524 -6.01178 -2.47360 0.19
H 3.81435 -4.93340 -3.39831 0.23
H 2.89281 -6.20805 -4.25094 0.42
H 3.30729 -0.86716 -1.94563 0.08
H 4.21883 -2.88166 -4.09411 0.26
H 4.76700 -2.86552 -2.35966 0.29
H 5.16019 -1.49424 -3.46020 0.47
H 2.30242 -1.36413 -4.82014 0.27
H 3.30647 0.04048 -4.27596 0.41
H 1.63706 -0.17704 -3.63559 0.22
H 3.45095 -4.37671 -0.81789 0.40
H 0.64003 -4.47328 0.48104 0.19
H 2.07161 -5.45521 0.98819 0.42
H 1.32448 -5.71454 -0.62486 0.26
H 1.95511 -2.33133 0.94517 0.23
H 3.56180 -2.09415 0.15398 0.31
H 3.37722 -3.32890 1.44889 0.52
H 1.93090 -1.44226 -0.39327 0.05
```

Output
Total charge: 0
E_LUMO (spin up / spin down) (eV): 0.28 / 0.25
Highest occupied orbital energy (spin up / spin down) (hartree): -0.1841 / -0.2062
Spin multiplicity: 2
Energy (eV): -99414.9078
Orbital gap (spin up / spin down) (Ha): 0.195 / 0.215
⟨S²⟩: 0.772